55
Properties=species:S:1:pos:R:3:forces:R:3 method="wB97M-V/def2-TZVPD" charge=-1 relative_energy_ev=0.000 largest_force_ev_per_a=2.07 gap_ev=8.66
O -0.87025 3.19032 0.14109 0.9157 0.6368 0.4086
C -0.26351 2.17215 -0.20354 -1.0496 -0.6168 -1.3403
O -0.85013 1.03042 -0.31701 0.0665 -0.0749 -0.0240
C 1.21144 2.14927 -0.65889 0.1934 0.4330 1.2666
C 2.06770 2.87860 0.39269 0.3386 -0.2491 -0.0205
O 3.35685 2.29339 0.57790 -0.0754 0.2519 -0.1647
N 1.44465 2.64414 -2.01427 -1.1520 -0.2082 0.6010
H 1.44318 1.09138 -0.55944 0.2671 -0.0102 -0.5418
H 1.52128 2.91736 1.33958 0.0747 -0.0113 0.0900
H 2.27179 3.90425 0.07302 -0.2852 0.0678 0.0707
H 3.31734 1.34989 0.37509 -0.0308 -0.2067 0.1505
H 2.19955 2.14694 -2.45194 0.4968 0.2898 -0.0460
H 1.55013 3.64657 -1.95046 0.3951 -0.0669 -0.4186
H 0.36002 -0.92406 1.58779 -0.0033 0.2726 -0.1261
H -0.06130 -0.49850 0.14789 -0.0093 0.4795 0.1299
O 0.55442 -1.06626 0.65506 0.3165 -0.5377 0.0920
H 3.20304 -0.12085 -1.71815 -0.0997 0.0795 -0.3542
H 2.52612 -1.05147 -2.63537 -0.1329 0.0225 -0.1971
O 2.94983 -0.18500 -2.66840 0.1662 -0.1644 0.4467
H -0.72763 -3.80649 -0.27554 0.0759 0.6745 -0.0256
H -1.49501 -2.70487 0.58097 0.3415 0.1934 -0.3069
O -1.35481 -3.64572 0.43148 -0.4816 -0.8243 0.2691
H -3.81142 -0.32590 -1.55342 0.2642 -0.6290 -0.0217
H -4.21593 0.54514 -0.38447 0.0278 -0.3646 0.2158
O -4.04353 -0.38713 -0.61958 -0.6095 0.7699 -0.1167
H 2.25098 -1.58317 3.74165 0.4486 -0.3434 0.0750
H 2.03141 -0.54552 2.76972 0.4871 0.2567 -0.3571
O 2.71707 -1.19920 2.98376 -1.0677 0.1800 0.4706
H -1.88795 -1.92562 -2.91546 -0.2224 0.0760 0.5475
H -2.67464 -2.83177 -1.95616 0.0440 0.2646 0.0148
O -2.77780 -2.09439 -2.57231 -0.1922 -0.3560 -0.4039
H -1.16640 -0.64250 3.89607 -0.0291 0.3404 -0.1491
H -1.06107 -1.13643 2.46104 -0.4142 0.1828 0.4814
O -0.51797 -0.92574 3.24446 0.3394 -0.4438 -0.0653
H 2.08050 -2.73383 1.69386 0.4779 -0.0432 -0.0267
H 1.76303 -3.82917 0.72129 0.0963 -0.0531 -0.0909
O 2.51279 -3.43971 1.18410 -0.4029 -0.0118 0.0760
H 1.26739 0.49614 -3.60404 0.0892 0.2821 0.0520
H 0.45901 1.78460 -3.64397 0.0719 -0.0306 0.3046
O 0.57093 0.94375 -4.10528 -0.1255 -0.2679 -0.7090
H -3.37243 -1.08182 0.90989 0.7854 0.4537 -0.7196
H -3.36146 -1.41842 2.32755 0.5109 0.0139 0.4687
O -2.74060 -1.10167 1.65800 -1.1416 -0.8620 -0.1441
H -1.92950 1.70138 2.61027 0.3337 -0.2965 0.3683
H -3.32960 1.38015 2.52743 -0.1328 -0.3676 0.1536
O -2.59957 1.26007 3.15591 -0.0963 0.8067 -0.3168
H 2.22444 -0.77642 0.32483 -0.1306 -0.4212 -0.0004
H 3.72296 -1.28736 0.36526 -0.2712 -0.1897 0.2178
O 3.14514 -0.58896 0.04798 0.4464 0.6253 -0.2880
H -2.62372 1.50981 -0.05400 0.6176 -0.0941 0.0673
H -2.75817 2.80068 0.67293 0.1212 0.1512 -0.4141
O -3.30707 2.07813 0.33839 -0.8752 -0.0114 0.3775
H -0.56176 -0.09592 -1.80414 -0.0946 0.5335 -0.6026
H -0.15002 -1.03655 -3.10782 -0.1484 1.2408 -0.2792
O -0.20976 -0.92412 -2.16329 0.4644 -1.8224 0.8551

***

53
Properties=species:S:1:pos:R:3:forces:R:3 method="wB97M-V/def2-TZVPD" charge=-1 relative_energy_ev=1.054 largest_force_ev_per_a=3.92 gap_ev=7.79
C 0.57222 1.77025 0.16613 0.3293 0.7929 -2.6407
C -0.28820 0.63454 -0.39268 2.9065 -1.1311 2.3665
C 0.37512 -0.02189 -1.63366 -2.0989 1.3190 -0.3477
O -0.33890 -0.30018 0.68313 0.2935 0.0934 -0.5727
H 0.20972 2.24424 1.04157 -0.6736 0.1060 0.9775
H 0.69305 2.59946 -0.57343 0.0658 -0.4064 0.2873
H 1.54139 1.33680 0.32172 0.7201 -0.0261 0.3152
H -1.26830 0.98808 -0.46727 -1.6757 0.6902 -1.1935
H 0.22882 0.64591 -2.47338 -0.1025 0.3422 -0.4798
H -0.17031 -0.92822 -1.91529 0.4426 -0.1405 0.3177
H 1.43831 -0.11252 -1.60333 0.7278 -0.4654 0.6491
O -2.10333 1.00491 2.13566 -1.5031 1.8389 1.3859
H -1.40975 0.50303 1.76078 1.7354 -2.0555 -1.4481
H -1.61798 1.78334 2.47207 -0.5268 -0.3812 0.1331
O -3.93578 2.29816 0.70102 0.1658 -0.4820 0.2206
H -3.77624 2.98220 1.34855 -0.1567 0.5848 -0.0153
H -3.37743 1.59205 1.12130 -0.1089 -0.0218 -0.3108
O 0.28878 -1.49388 -4.56530 -0.3313 0.1563 -2.5747
H 0.97430 -1.66138 -3.94265 1.1183 -0.3097 0.6865
H 0.69932 -1.56895 -5.47739 -0.6309 0.1416 1.9065
O -3.06880 1.91406 -2.05386 -1.4690 0.9197 1.5923
H -3.32687 2.11603 -1.10654 -0.0004 -0.1585 -1.2668
H -2.15101 1.73737 -1.95552 1.1856 -0.3390 -0.3054
O -2.64002 -1.26654 -0.55875 -0.7334 1.0285 -1.4393
H -2.70314 -2.04840 -0.04694 0.1514 -0.9711 0.8719
H -1.91234 -0.74915 -0.20108 0.4892 -0.3695 0.8608
O 3.76211 -0.76971 -3.13201 -0.2110 -0.5087 -0.2559
H 4.04813 -0.07385 -2.55776 0.2541 0.6973 0.4078
H 3.34756 -1.41383 -2.53389 -0.0122 -0.3133 -0.2193
O 2.31109 -2.98201 -2.05006 -0.0576 1.0922 -0.9416
H 2.56456 -3.73306 -1.55103 0.5901 -1.2490 0.5358
H 1.64587 -2.60758 -1.45611 -0.6147 0.2132 0.5005
O 2.00140 -1.04424 2.09389 0.7318 0.5468 -0.0334
H 1.38300 -0.50158 1.59458 -2.1101 -0.5817 -0.5114
H 2.66419 -0.34993 1.95491 0.8581 -0.5032 0.6537
O -2.32432 -0.42929 -3.41846 0.5787 0.1348 -1.6946
H -1.37147 -0.36884 -3.55370 -0.1290 -0.2472 -0.4084
H -2.39867 -0.50274 -2.48809 -0.6524 -0.2979 1.6880
O 3.88609 0.87837 1.93051 0.7357 -0.0010 0.1617
H 4.47082 0.15713 2.19767 0.1333 -0.0586 -0.3377
H 3.76170 1.31732 2.77390 -0.3772 0.3996 0.2106
O -1.28204 -3.31766 2.20653 0.1096 0.5663 0.4019
H -1.67968 -4.14565 1.98636 -0.3666 -0.7872 -0.2122
H -0.74207 -3.08590 1.43961 0.2889 0.2546 -0.2935
O -1.18865 3.26503 3.29816 1.2066 -0.6547 -0.2290
H -1.90587 3.86838 3.36310 -0.5046 1.0362 0.4165
H -0.41794 3.51374 3.82872 -0.6825 0.0811 -0.0113
O 0.68951 -2.51500 0.16379 0.4835 -1.7394 -0.6087
H 0.42109 -1.55991 0.21182 -0.6590 0.5564 0.8231
H 1.34167 -2.67378 0.86009 -0.1205 0.5303 -0.0623
O 0.73821 1.14665 3.69669 0.0290 -0.3997 1.8142
H 0.45811 0.26277 3.42427 0.1351 0.1755 -0.3196
H 0.88297 1.66585 2.93163 0.0429 0.3017 -1.4508

***

57
Properties=species:S:1:pos:R:3:forces:R:3 method="wB97M-V/def2-TZVPD" charge=0 relative_energy_ev=2.430 largest_force_ev_per_a=3.76 gap_ev=9.07
N 3.87778 1.01418 0.47023 1.7654 -0.2932 0.7503
C 2.77719 1.54468 1.22813 -0.1595 -1.0870 1.8346
C 2.37754 2.96349 1.02123 1.2034 2.1907 -2.8050
O 1.55187 3.52108 1.97238 0.4275 0.7508 1.2495
C 1.63230 0.59753 0.77543 -0.4254 0.8086 2.1836
N 1.39327 -0.41765 1.59969 -1.7028 -0.8146 -1.8729
O 0.86931 0.80402 -0.16540 0.5009 0.6067 -1.2723
H 3.95292 1.40946 -0.44161 0.2334 0.2669 -0.5673
H 4.80895 0.89287 0.92447 -1.4793 0.4568 -0.4121
H 2.96542 1.43747 2.36664 -0.3528 -0.2166 -1.8069
H 2.12998 3.09429 -0.08373 -0.8676 -0.2989 1.1339
H 3.17557 3.73350 1.02378 0.6393 -1.1618 0.3278
H 0.62924 3.37184 2.00719 -1.3198 -0.8288 -0.6798
H 0.79118 -1.12986 1.12001 0.8367 0.6779 0.9881
H 2.06429 -0.74483 2.23697 0.8360 -0.2651 0.4042
H -0.73627 -1.28348 2.56527 -1.2524 -0.6049 0.3985
H -2.06346 -1.46091 3.35018 0.0375 0.2329 -0.0100
O -1.19846 -1.85693 3.22890 0.8186 0.2914 0.2257
H -3.04807 3.18567 -1.69642 -0.8378 0.3658 0.5378
H -2.06529 2.84468 -0.76783 -1.7777 0.8172 1.0583
O -2.99426 3.25423 -0.71874 2.3582 -1.0450 -0.9339
H 0.68751 -1.74818 3.62646 0.2305 0.4999 0.7532
H 0.88445 -3.02839 3.10096 -0.0063 -1.2513 -0.4056
O 1.43125 -2.33983 3.45573 -0.3351 0.2684 0.7141
H 2.57151 0.76768 -1.94009 -1.5615 0.7017 0.8975
H 3.67955 0.14765 -2.49249 0.2504 2.4379 -0.2835
O 3.33924 1.10988 -2.38166 1.1249 -3.0842 -0.7499
H -3.80038 0.30934 2.37994 -0.7414 0.3963 -0.2013
H -3.14815 1.61495 1.74919 -0.8124 1.2064 -0.3051
O -3.02226 0.73125 2.03265 1.6191 -1.5055 0.3603
H -1.08645 2.32317 -3.09777 -0.6336 -0.0665 0.4022
H -2.30602 1.61960 -3.59736 -0.4322 0.1951 0.2130
O -2.00223 2.07734 -2.79736 1.4773 -0.3830 -1.4670
H 0.92480 0.97165 -3.75375 -0.0605 -0.7871 0.4160
H 1.62681 2.29812 -3.89074 0.3502 0.1312 0.0422
O 0.84784 1.82036 -4.17366 -0.5260 0.8082 -0.4065
H -3.36818 -0.25441 -2.19391 1.6882 -0.2174 0.7114
H -4.51057 0.67044 -1.65419 0.3081 0.9714 1.0855
O -4.24650 0.03315 -2.28867 -1.9788 -0.8451 -1.6863
H 3.08704 -2.26462 2.64687 0.5831 -0.4331 -1.3349
H 2.93498 -3.09305 1.37536 -0.0041 0.0293 -0.1711
O 3.46186 -2.36838 1.72879 0.0414 -0.0083 1.2387
H -3.90968 -2.19242 0.72637 0.1390 -1.1349 -0.0063
H -4.57343 -1.45267 -0.49140 0.2775 -0.1982 0.4917
O -4.29468 -1.38174 0.44111 -0.5042 1.1536 -0.5539
H 0.14314 0.07207 -1.50949 -0.3728 0.0746 -1.0445
H -1.03960 0.17082 -2.55219 -0.2384 0.4734 0.1021
O -0.16442 -0.20082 -2.44145 1.1278 -0.0976 1.3888
H -0.64817 -1.64059 -1.89695 -1.8678 -1.8854 -0.1578
H -0.82762 -2.91769 -2.68691 -0.4413 -0.3206 0.0450
O -1.28139 -2.49527 -1.94338 1.9471 1.5136 0.1610
H -0.24446 -3.73005 -0.38299 1.6440 -0.3205 0.4962
H 0.22337 -4.45082 0.89120 0.2543 0.0130 -0.2814
O 0.59254 -4.04355 0.09114 -1.8984 0.4439 -0.2843
H -1.92451 -0.64884 0.71717 0.4917 1.0965 0.5479
H -1.74352 -1.98101 0.42427 0.6077 -1.1920 -0.2995
O -1.18468 -1.28045 0.76242 -1.2290 0.4665 -1.1598

***

56
Properties=species:S:1:pos:R:3:forces:R:3 method="wB97M-V/def2-TZVPD" charge=+1 relative_energy_ev=6.947 largest_force_ev_per_a=5.80 gap_ev=9.64
O 0.05204 0.69954 -3.54604 1.1326 0.2255 1.0480
C 0.54632 1.04576 -2.49045 0.8419 0.0276 -1.1264
C -0.37757 1.33255 -1.31542 0.0685 3.3068 -0.8857
C 0.48988 1.79641 -0.19779 3.7475 1.6260 1.9680
O -0.31895 2.41168 0.76029 -1.8620 -0.2404 2.8634
N -1.17738 0.16061 -0.92452 -0.4181 -0.5671 0.2447
H 1.72870 1.16464 -2.26186 -2.7756 0.1320 -0.9264
H -1.08357 2.29685 -1.55695 1.4831 -2.7387 0.1867
H 1.23094 2.66840 -0.32663 -0.9811 -1.4087 -1.9690
H 1.25350 1.02354 0.15474 -1.6867 0.4607 -0.2291
H 0.03490 2.60198 1.68016 0.1724 -0.7557 -1.9409
H -0.69311 -0.42689 -0.17490 -1.0073 1.1935 -0.6721
H -2.11472 0.48534 -0.59676 1.2561 -0.5053 0.4719
H -1.44009 -0.53986 -1.65953 0.5663 1.0545 0.1212
H 1.62370 -1.71474 -1.45574 1.2949 0.2559 -0.4673
H 3.07807 -0.90696 -1.64602 -2.1767 -0.5301 0.1090
O 2.07352 -0.85985 -1.63223 1.2183 -0.1425 0.0680
H 1.85564 0.52183 2.02395 -0.2240 -1.5786 -1.0540
H 2.48698 1.14556 3.17264 2.7390 -0.4694 3.1294
O 1.90467 1.31738 2.51086 -2.8463 2.0054 -1.7897
H -4.00209 2.29935 -2.16542 -0.2382 0.5378 -0.1548
H -3.30265 1.08215 -1.68417 -1.1593 2.6723 0.7510
O -3.60803 2.01647 -1.33648 1.1056 -3.2327 -0.9890
H -3.02567 -0.17831 2.60883 1.6040 0.3165 -0.0899
H -1.69577 0.59464 2.25009 0.1816 1.2919 -0.3839
O -2.03756 -0.24224 2.51414 -1.6218 -1.3852 0.7893
H 1.00656 -1.47344 0.21290 0.5123 0.8340 1.8748
H 0.40208 -1.46655 1.64655 0.9337 0.5374 -0.2873
O 1.01568 -0.95032 1.07908 -1.1501 -1.2480 -0.8902
H -0.42674 4.93925 -1.80111 -1.0277 1.8518 1.1043
H 0.87902 4.69625 -2.57137 0.3589 0.5202 -0.0632
O 0.07165 4.31047 -2.25319 0.6659 -2.3794 -1.0416
H 0.03818 -0.79560 4.37755 -1.2712 3.6243 -0.6994
H -0.14804 -2.01329 5.05260 -0.0544 -0.7997 0.5714
O 0.45643 -1.59693 4.44538 1.2253 -2.8241 -0.0168
H 2.42964 2.91439 1.12435 0.3013 0.0605 0.3014
H 3.83459 2.42158 1.15105 0.1435 -0.3281 0.7980
O 3.33345 3.20254 0.95649 -0.5494 1.2134 -0.6032
H -2.85161 -1.72256 0.84200 -2.7650 -0.4008 3.1918
H -2.09211 -2.64734 -0.18389 -0.7820 2.8327 0.9743
O -2.25114 -1.63613 0.18321 2.7999 -2.9261 -4.1521
H -0.58027 -3.73779 2.72194 -0.3337 0.7042 -0.9709
H -0.96249 -2.36440 2.12600 -0.6137 0.8407 0.4122
O -0.88152 -3.28157 1.89548 0.8632 -1.8444 0.7084
H 4.63114 -0.06067 0.85527 0.5726 -0.3534 -0.7188
H 4.52478 1.36129 0.07724 0.9043 0.3611 -2.5757
O 4.37749 0.85062 0.82739 -0.9694 -0.8091 2.8157
H 1.90993 -3.51285 -0.06411 1.4681 -0.1855 0.0937
H 0.45133 -3.52669 0.19871 1.6218 1.6426 -2.0920
O 1.15311 -3.14036 -0.49246 -3.1386 -1.8316 2.1091
H -1.16792 -4.48435 -0.19015 -0.3168 -0.2393 0.0276
H -2.24478 -4.63065 -1.31672 0.2466 0.3802 0.3271
O -1.76818 -3.99141 -0.75757 -0.0500 -0.7338 -0.5918
H -2.24471 0.49048 -4.57345 0.4693 0.3723 0.5179
H -3.47894 -0.25760 -4.38978 -0.7358 -0.3711 0.1362
O -2.89830 0.30782 -3.88420 0.2565 -0.0530 -0.3332